Here is a cluster of 2 separate species, C7H12O3 in total from the Open Molecules 2025 dataset. Energies are from wB97M-V/def2-TZVPD.

As for the SMILES: CC(C)(O)C=O.C=CC=O. For the HOMO-LUMO gap, the calculation gives 8.75 eV. For the HOMO energy, the calculation gives -9.29 eV. Its energy above the lowest of the compared OMol25 structures with the same formula, charge and spin is 1.685 eV. The total energy comes out at -13594.3894 eV. The lowest unoccupied orbital energy comes out at -0.54 eV.

Last column: Mulliken charge in e.
CARTESIAN COORDINATES (ANGSTROEM)
C: -0.8919 -1.0851 -0.7450  -1.236
C: -1.3220 0.1882 -0.0246  1.449
C: -2.7717 0.1016 0.4628  -1.690
O: -1.1901 1.3266 -0.8016  -0.631
C: -0.4627 0.3628 1.3447  -0.327
O: -0.0050 -0.5447 1.9780  -0.481
H: -1.5477 -1.2562 -1.5993  0.399
H: -0.9493 -1.9365 -0.0698  0.313
H: 0.1311 -0.9893 -1.1022  0.098
H: -3.0313 0.9974 1.0228  0.391
H: -3.4242 0.0388 -0.4078  0.427
H: -2.9164 -0.7760 1.0878  0.358
H: -0.2279 1.5776 -0.8757  0.516
H: -0.6068 1.3784 1.7707  0.454
C: 2.6900 -0.7028 -1.1516  -0.808
C: 2.5895 -0.2589 0.0993  0.013
C: 1.9960 1.0451 0.4059  0.025
O: 1.4302 1.7608 -0.4095  -0.644
H: 3.0704 -1.6842 -1.3831  0.291
H: 2.3551 -0.0933 -1.9776  0.299
H: 2.8952 -0.8606 0.9453  0.344
H: 2.1893 1.4103 1.4305  0.443

Forces on atoms 1 to 6 (eV/Å):
-0.18 0.20 0.07
1.15 -0.64 1.64
0.34 0.10 -0.22
0.78 0.96 -0.45
-2.55 -0.34 -1.00
0.57 -0.03 -0.04

Here is an isolated molecule of C5H6O from the Open Molecules 2025 dataset. Energies are from wB97M-V/def2-TZVPD.

As for the SMILES: C#CC[C@@H]1CO1. For the HOMO-LUMO gap, the calculation gives 11.15 eV. For the HOMO energy, the calculation gives -10.09 eV. Its energy above the lowest of the compared OMol25 structures with the same formula, charge and spin is 2.999 eV. The total energy comes out at -7326.2854 eV. The lowest unoccupied orbital energy comes out at 1.06 eV.

Last column: Mulliken charge in e.
CARTESIAN COORDINATES (ANGSTROEM)
C: -2.3500 -1.4534 0.2798  0.144
C: -1.5047 -0.6328 0.5349  -0.408
C: -0.4540 0.2966 0.7483  -0.667
C: 0.4016 0.3874 -0.5202  -0.008
C: 1.8322 -0.0808 -0.5390  -0.412
O: 1.4968 1.3066 -0.3650  -0.402
H: -3.0811 -2.2322 0.0504  0.382
H: 0.2131 0.0959 1.6073  0.293
H: -0.9059 1.2343 0.8750  0.231
H: -0.1696 0.3952 -1.4759  0.369
H: 2.1772 -0.6598 0.3434  0.223
H: 2.2413 -0.3883 -1.5030  0.257

Forces on atoms 1 to 6 (eV/Å):
-0.16 -0.31 -0.07
-1.42 -2.04 -0.04
1.86 -0.32 -0.71
1.02 -0.04 0.08
-1.62 -0.30 0.47
-0.02 -0.77 -0.50

Here is a cluster of 2 separate species, C2H2N3P in total from the Open Molecules 2025 dataset. Energies are from wB97M-V/def2-TZVPD.

For the HOMO-LUMO gap (alpha / beta), the calculation gives 7.31 / 7.44 eV. For the HOMO energy (alpha / beta), the calculation gives -10.81 / -10.66 eV. Its energy above the lowest of the compared OMol25 structures with the same formula, charge and spin is 5.546 eV. The total energy comes out at -15859.1563 eV. The lowest unoccupied orbital energy (alpha / beta) comes out at -3.50 / -3.22 eV.

Last column: Mulliken charge in e.
CARTESIAN COORDINATES (ANGSTROEM)
C: 1.1249 1.3646 -0.1216  0.457
C: 0.7561 -1.5600 0.0687  0.139
N: 1.9207 2.2079 -0.2748  -0.367
N: 0.7376 -2.6853 -0.0737  -0.310
N: 0.1882 0.5117 0.1906  -0.148
P: -1.3792 0.5761 0.0669  -0.027
H: -1.8290 -0.3547 1.2287  0.142
H: -1.5193 -0.0603 -1.0847  0.116

Forces on atoms 1 to 6 (eV/Å):
1.44 1.01 0.03
-0.08 5.06 0.28
-0.89 -1.10 -0.04
-0.07 -2.61 -0.27
3.06 -2.46 0.66
-2.99 0.39 3.13